Formula: C5H10O2
Source: the Open Molecules 2025 dataset
Level of theory: wB97M-V/def2-TZVPD

Each atom is followed by the atoms it is bonded to, with distances in Å.
Atoms and positions in Å:
1 C -0.1223 -0.1836 0.0914  H11 1.105, C14 1.521, O15 1.411, C16 1.534
2 H -1.2868 1.9958 1.4100  C6 1.093
3 H 0.1816 -0.4376 -2.0285  C16 1.100
4 H 0.9319 -3.0455 -1.5827  C10 1.109
5 H 0.2136 2.9288 1.6138  C6 1.095
6 C -0.1987 1.9224 1.4879  H2 1.093, H5 1.095, H8 1.097, C14 1.525
7 H 1.6292 -0.7907 -1.0826  C16 1.097
8 H 0.0356 1.3471 2.3919  C6 1.097
9 H 1.4772 1.2236 0.3102  C14 1.098
10 C 0.1780 -2.3604 -1.1452  H4 1.109, O13 1.213, C16 1.507
11 H 0.1307 -0.7443 1.0089  C1 1.105
12 H 0.1137 1.8065 -0.6523  C14 1.098
13 O -0.8725 -2.8067 -0.7331  C10 1.213
14 C 0.3809 1.2432 0.2513  C1 1.521, C6 1.525, H9 1.098, H12 1.098
15 O -1.5223 -0.1391 -0.0775  C1 1.411, H17 0.970
16 C 0.5380 -0.8977 -1.0946  C1 1.534, H3 1.100, H7 1.097, C10 1.507
17 H -1.8078 -1.0617 -0.1690  O15 0.970

Output
Structure (SMILES) = CC[C@@H](O)CC=O
ΔE to the lowest compared entry with this formula, charge and spin = 27.20 kcal/mol
Lowest unoccupied orbital energy = 0.9 eV
E = -9441.8633 eV
Multiplicity = 1
Maximum force = 0.010 hartree/bohr